Density functional theory data (ωB97M-V/def2-TZVPD) for a cluster of 7 separate species, C33H63BrCl2N3O18 in total.

```
120
Properties=species:S:1:pos:R:3:forces:R:3:lowdin_charge:R:1
C -2.7933 1.4662 6.7952 0.017 0.258 0.315 -0.0992
C -2.3280 1.4483 5.3883 0.282 0.214 0.060 -0.7361
Cl -2.7349 0.0047 4.5866 -0.010 -0.084 -0.508 0.7952
C -1.6401 2.4362 4.8074 -0.590 -0.212 0.305 -0.6977
Cl -1.1247 2.4428 3.1592 -0.157 -0.202 -0.067 0.7896
N -1.2037 3.5738 5.5529 0.319 0.283 -0.288 -0.0350
C 0.2749 3.6907 5.6511 0.353 0.689 -0.285 -0.1062
C 0.3792 5.1781 5.9610 -0.590 -0.819 -0.135 -0.1059
N -0.5531 5.7182 4.9364 -0.161 0.574 0.884 0.0891
C -1.6100 4.8469 5.1885 -0.192 -0.415 -0.356 -0.3163
N -2.8167 5.3005 5.2086 -0.066 -0.530 -0.394 0.1905
C -4.0277 4.5666 5.5817 -0.336 0.393 0.097 -0.1147
C -5.2843 5.0984 4.8878 0.012 -0.323 0.205 -0.2502
C -5.9948 4.0734 4.0263 0.112 -0.098 -0.078 -0.6060
Br -5.6455 4.3784 2.1597 0.076 -0.065 -0.407 0.6797
H -2.5221 2.3761 7.3072 0.147 0.273 0.108 0.0761
H -2.3811 0.6304 7.3431 0.135 -0.292 0.090 0.0902
H -3.8706 1.3655 6.8340 -0.317 -0.092 -0.057 0.0884
H 0.6848 3.5526 4.6567 0.330 -0.435 -0.145 0.0958
H 0.7285 3.0092 6.3492 -0.166 -0.255 0.374 0.1388
H -0.1752 5.2994 6.8832 0.464 0.517 0.614 0.1287
H 1.3501 5.6326 5.9959 0.308 0.171 -0.203 0.1346
H -0.2089 5.5669 3.9941 0.139 0.067 -0.249 0.1467
H -2.8958 6.2790 4.9749 -0.073 0.193 -0.072 0.1804
H -3.9001 3.5163 5.3951 0.238 -0.321 -0.228 0.0912
H -4.1526 4.6872 6.6495 0.148 0.015 0.361 0.1379
H -5.0570 5.9613 4.2796 0.035 0.382 -0.037 0.0856
H -5.9779 5.4035 5.6574 -0.163 0.278 0.228 0.1150
H -5.6649 3.0656 4.2241 0.100 -0.295 0.119 0.0501
H -7.0593 4.0966 4.1804 -0.349 0.134 -0.150 0.0631
C -2.0648 3.5943 -0.2333 0.165 0.244 -0.004 -0.0715
C -2.7847 2.3952 -0.8153 0.183 0.067 0.229 -0.2054
O -3.2372 2.6809 -2.1432 -0.158 -0.117 0.071 0.0409
C -2.3022 2.7006 -3.0930 -0.082 0.198 -0.099 -0.6152
O -1.1354 2.4474 -2.9453 0.268 -0.184 0.128 0.1167
O -2.8775 3.0717 -4.2256 -0.060 -0.007 -0.163 0.0190
C -1.9844 3.2022 -5.3423 -0.006 0.009 -0.111 -0.0136
H -2.6841 4.4894 -0.3102 -0.091 -0.045 0.005 0.0816
H -1.8097 3.4605 0.8226 -0.121 -0.132 -0.208 0.0067
H -1.1466 3.7788 -0.7885 0.051 -0.016 0.041 0.0772
H -3.6873 2.1706 -0.2601 -0.204 -0.006 0.033 0.1149
H -2.1538 1.5059 -0.8052 0.060 0.036 -0.158 0.1238
H -1.4164 2.2880 -5.4934 0.025 -0.027 0.033 0.0818
H -1.3086 4.0409 -5.1897 0.057 -0.028 0.042 0.1029
H -2.6126 3.3888 -6.2060 -0.075 0.011 0.022 0.0991
C -0.3653 -1.2556 -3.8121 0.067 -0.210 -0.168 -0.0499
C 0.5871 -0.2191 -4.3650 -0.172 0.256 0.365 -0.2221
O 1.5494 -0.7736 -5.2737 -0.001 -0.080 0.066 0.0363
C 1.0847 -1.0202 -6.4956 0.157 0.061 -0.002 -0.6508
O -0.0340 -0.8070 -6.8847 -0.228 -0.039 -0.027 0.1155
O 2.0816 -1.4995 -7.2290 0.059 -0.080 -0.078 0.0096
C 1.7179 -1.8213 -8.5767 0.103 -0.029 -0.145 -0.0256
H 0.1902 -2.0686 -3.3432 0.003 0.040 0.083 0.0841
H -1.0191 -0.7969 -3.0702 0.027 0.032 0.015 0.0730
H -0.9819 -1.6827 -4.6011 -0.040 0.057 -0.024 0.0783
H 1.1778 0.2177 -3.5623 0.117 -0.017 -0.041 0.1251
H 0.0498 0.5884 -4.8597 -0.049 -0.052 -0.037 0.0901
H 1.2631 -0.9658 -9.0695 -0.050 0.025 0.025 0.0951
H 1.0320 -2.6645 -8.5895 -0.074 0.002 0.000 0.0992
H 2.6415 -2.0862 -9.0804 0.044 -0.013 0.060 0.0961
C 0.8677 5.0210 -11.0783 -0.103 -0.160 0.120 -0.0637
C 1.8841 5.4762 -10.0549 0.063 0.180 -0.282 -0.2074
O 1.5924 4.9709 -8.7401 -0.072 0.108 0.002 0.0372
C 1.9058 3.6960 -8.5386 0.070 0.093 0.077 -0.6165
O 2.4284 2.9557 -9.3270 0.047 -0.142 -0.147 0.1319
O 1.5585 3.3778 -7.2915 -0.058 -0.045 0.210 0.0088
C 1.7930 2.0074 -6.9517 0.097 -0.050 0.060 -0.0287
H -0.1393 5.2897 -10.7581 -0.003 0.082 -0.031 0.0815
H 1.0680 5.4934 -12.0392 0.010 0.033 -0.003 0.0817
H 0.9028 3.9414 -11.2112 0.065 -0.012 -0.026 0.0750
H 1.8573 6.5580 -9.9473 -0.024 0.011 0.122 0.1220
H 2.8958 5.1905 -10.3392 -0.003 -0.117 0.040 0.1240
H 2.8259 1.7273 -7.1440 0.005 -0.002 -0.104 0.1023
H 1.1173 1.3660 -7.5106 0.005 -0.031 -0.087 0.0951
H 1.5916 1.9081 -5.8901 -0.068 0.158 0.042 0.0796
C -1.7714 -3.3170 4.7017 -0.126 -0.280 0.097 -0.0888
C -0.5819 -3.3099 5.6375 0.093 0.151 -0.156 -0.2116
O -0.7651 -4.1559 6.7778 -0.133 0.241 0.023 0.0360
C -0.5758 -5.4672 6.6364 0.076 -0.038 0.114 -0.6029
O -0.2132 -6.0510 5.6507 -0.086 0.236 -0.193 0.1297
O -0.8426 -6.0234 7.8125 -0.080 -0.117 0.169 0.0121
C -0.7455 -7.4511 7.8451 -0.015 -0.068 0.078 -0.0247
H -2.6836 -3.0938 5.2574 -0.003 0.069 -0.017 0.0732
H -1.6345 -2.5656 3.9250 0.039 0.000 -0.029 0.0494
H -1.9055 -4.2832 4.2189 0.099 -0.049 0.000 0.0817
H -0.4660 -2.3172 6.0707 0.052 0.006 0.058 0.1128
H 0.3450 -3.5585 5.1218 -0.019 -0.188 -0.001 0.1273
H 0.2259 -7.7821 7.4895 0.020 0.012 -0.055 0.0820
H -1.5360 -7.8965 7.2438 0.028 0.000 -0.065 0.0980
H -0.8716 -7.7354 8.8841 -0.029 0.055 0.040 0.0973
C 1.1443 -8.6695 4.6702 0.176 -0.199 -0.392 -0.0664
C 0.2105 -9.8401 4.8783 -0.017 0.139 0.416 -0.2069
O -0.2283 -10.4336 3.6469 0.001 0.199 -0.026 0.0449
C 0.6605 -11.2420 3.0775 -0.233 -0.283 0.063 -0.6197
O 1.7397 -11.5332 3.5183 0.262 0.059 0.032 0.1243
O 0.1296 -11.7241 1.9558 0.002 0.055 -0.099 0.0074
C 0.9943 -12.6116 1.2421 -0.032 -0.115 -0.161 -0.0380
H 0.6838 -7.9205 4.0310 -0.080 0.084 0.073 0.0759
H 1.3793 -8.2084 5.6253 -0.004 0.056 0.032 0.0585
H 2.0760 -8.9875 4.2033 0.008 -0.098 0.056 0.0794
H -0.7019 -9.5044 5.3680 -0.104 -0.036 -0.113 0.1128
H 0.6623 -10.6106 5.5027 0.072 -0.021 -0.062 0.1251
H 1.3375 -13.4183 1.8844 0.039 0.018 0.054 0.0957
H 1.8491 -12.0685 0.8451 0.054 -0.003 0.034 0.0978
H 0.4023 -13.0165 0.4274 -0.051 0.054 -0.002 0.0932
C 4.7074 2.9612 -4.8462 0.146 -0.176 0.041 -0.0566
C 3.8296 2.9408 -3.6143 -0.154 0.235 -0.239 -0.2022
O 4.1457 1.8474 -2.7356 -0.102 -0.037 -0.077 0.0377
C 5.2387 2.0077 -1.9979 -0.122 -0.089 0.059 -0.6209
O 5.9459 2.9784 -1.9729 0.149 0.186 -0.005 0.1262
O 5.4069 0.9074 -1.2648 0.044 -0.088 0.059 0.0043
C 6.5911 0.9113 -0.4625 0.038 -0.093 0.089 -0.0385
H 4.6576 2.0012 -5.3613 -0.071 0.011 -0.040 0.0800
H 4.3759 3.7443 -5.5282 -0.046 0.001 -0.001 0.0829
H 5.7481 3.1470 -4.5879 -0.006 0.073 0.049 0.0775
H 2.7893 2.7802 -3.8916 -0.024 -0.097 0.068 0.1101
H 3.8877 3.8804 -3.0662 0.108 -0.025 0.069 0.1242
H 6.6352 1.8005 0.1612 0.013 0.063 -0.036 0.0929
H 7.4759 0.8592 -1.0935 0.018 0.069 -0.014 0.1001
H 6.5338 0.0246 0.1604 -0.050 -0.045 -0.031 0.0920
```
Positions in Å, forces in eV/Å.

Energy   -6308.01636 Eh
Lowest unoccupied orbital energy   -3.6 eV
HOMO energy   -11.69 eV
Gap between HOMO and LUMO   8.10 eV
Net charge   +1